Here is the molecule C4H10O2 from OMol25. Energies are from wB97M-V/def2-TZVPD.

Each line ends with the Mulliken charge.
CARTESIAN COORDINATES (ANGSTROEM)
1 O 1.4341 -0.3893 -1.6620  -0.5325
2 C 1.5534 -1.0864 -0.4416  -0.3750
3 C 0.7439 -0.4466 0.7605  -0.7191
4 C -0.1249 0.7896 0.4248  -0.4810
5 C -1.5671 0.3783 0.1657  -0.5286
6 O -2.3067 1.4774 -0.3545  -0.5069
7 H 0.5920 -0.6305 -2.0315  0.3110
8 H 1.1951 -2.1211 -0.4930  0.2235
9 H 2.5924 -1.0192 -0.1432  0.3183
10 H -0.0088 -1.1888 1.0921  0.2495
11 H 1.4154 -0.3316 1.6012  0.3987
12 H 0.2807 1.1146 -0.5407  0.3400
13 H -0.0122 1.7163 0.9950  0.4321
14 H -1.9838 -0.1322 1.0543  0.2864
15 H -1.6735 -0.3660 -0.6371  0.2605
16 H -2.1301 2.2355 0.2102  0.3230

Cartesian forces (eV/Å) of the 3 atoms listed first:
0.41 -0.28 0.14
-0.73 0.75 1.25
-1.15 -0.37 0.16

Output
F_max = 2.1 eV/Å
charge = 0
Kohn-Sham gap = 11.203 eV
multiplicity = 1
structure (SMILES) = OCCCCO
calculated total energy = -8404.0290 eV

Here is the molecule C4HNO2 from OMol25. Energies are from wB97M-V/def2-TZVPD.

Each line ends with the Mulliken charge.
CARTESIAN COORDINATES (ANGSTROEM)
1 N -2.7986 -1.8057 -0.0263  -0.4047
2 C -1.6584 -1.7150 0.0070  0.5937
3 O -0.4156 -1.4292 0.0304  -0.3152
4 C -0.1643 -0.0591 -0.0002  -0.0468
5 C -1.1190 0.8498 -0.0195  -0.6990
6 C -2.4080 0.9421 -0.0017  0.7905
7 O -3.4872 1.3624 0.0180  -0.3426
8 H 0.8962 0.1326 0.0001  0.4242

Cartesian forces (eV/Å) of the 3 atoms listed first:
-0.87 -0.51 0.00
-0.26 -0.07 -0.02
1.13 -0.47 0.02

Output
F_max = 2.1 eV/Å
charge = 0
Kohn-Sham gap = 9.148 eV
multiplicity = 1
structure (SMILES) = N#COC=C=C=O
calculated total energy = -9745.5230 eV

These records have lowest unoccupied orbital energy values of 0.85, -0.92 eV, in the order they appear.
These records have HOMO values of -10.3, -10.1 eV, in the order they appear.
These records have energy above the lowest of the compared OMol25 structures with the same formula, charge and spin values of 146.5, 113.0 kJ/mol, in the order they appear.